# 1
The following is a quantum chemistry calculation of a 7-piece molecular cluster, C27H63ClF3N2O20S6 overall, from the OMol25 dataset.

Bonds (Å) are listed after each position.
Element x y z (Å)
1 O 1.633 -5.558 0.174  S81 1.431
2 H 8.314 6.564 -2.849  C16 1.090
3 H 1.362 2.110 -4.673  C76 1.090
4 H 0.369 1.030 -2.644  C20 1.088
5 F -2.291 -1.696 2.333  C107 1.319
6 O -5.503 -3.648 -0.066  C58 1.208
7 C -3.364 1.268 0.555  H29 1.088, C61 1.530, H70 1.088, N101 1.509
8 C 4.297 -5.037 1.903  H38 1.086, H50 1.088, S86 1.752, H118 1.085
9 H 2.480 3.017 -3.646  C76 1.091
10 C 3.562 -1.987 5.450  H27 1.088, H32 1.091, H117 1.090, C122 1.513
11 C -3.975 -0.149 -6.368  H13 1.089, H24 1.091, C55 1.512, H69 1.088
12 O -5.092 0.619 -1.061  C61 1.390, C93 1.421
13 H -4.039 -0.764 -7.265  C11 1.089
14 Cl -5.896 2.190 0.912  C61 1.801
15 H -8.024 -0.909 -0.210  C21 1.089
16 C 8.214 5.606 -3.358  H2 1.090, H83 1.088, C100 1.512, H116 1.090
17 H 3.222 5.073 -2.118  C40 1.087
18 C 4.532 5.229 5.015  H90 1.090, H91 1.089, C95 1.511, H108 1.088
19 H -0.821 6.373 4.831  C59 1.088
20 C 1.361 1.476 -2.637  H4 1.088, O63 1.462, C76 1.509, H98 1.088
21 C -8.561 -1.854 -0.288  H15 1.089, H28 1.097, N84 1.462, H105 1.092
22 C -0.863 -7.435 0.995  H23 1.090, O37 1.459, C67 1.511, H92 1.087
23 H -1.426 -7.389 0.062  C22 1.090
24 H -4.943 0.324 -6.195  C11 1.091
25 H -0.066 -9.392 0.731  C67 1.090
26 C -5.893 -1.663 -1.265  C58 1.527, C93 1.519, H94 1.089, H106 1.094
27 H 4.174 -1.388 4.778  C10 1.088
28 H -9.080 -1.897 -1.254  C21 1.097
29 H -2.501 1.270 -0.109  C7 1.088
30 S -1.025 -1.008 -5.307  C52 1.756, O88 1.585, O99 1.428, O113 1.438
31 H 0.653 3.435 1.675  C33 1.089
32 H 2.520 -1.887 5.140  C10 1.091
33 C 1.219 2.747 1.051  H31 1.089, H41 1.087, S57 1.754, H114 1.087
34 H 3.735 6.792 -2.181  C40 1.087
35 H -4.166 -0.132 1.898  N101 1.028
36 H -3.875 -2.108 0.448  C89 1.091
37 O -0.473 -6.079 1.362  C22 1.459, S81 1.577
38 H 4.564 -5.984 2.363  C8 1.086
39 H -0.487 5.258 6.193  C59 1.086
40 C 3.528 5.895 -2.759  H17 1.087, H34 1.087, S65 1.758, H68 1.088
41 H 1.064 1.718 1.366  C33 1.087
42 H -4.370 2.472 -0.879  C61 1.088
43 H -0.185 -3.031 -6.129  C52 1.087
44 H 7.102 3.756 -3.129  C100 1.091
45 O -0.550 -5.167 -0.916  S81 1.432
46 H 0.743 3.332 -3.562  C76 1.090
47 H 3.206 3.516 5.177  C95 1.091
48 O 1.842 6.524 3.888  S115 1.428
49 H 0.983 -8.120 0.093  C67 1.089
50 H 4.846 -4.889 0.975  C8 1.088
51 O 3.757 -4.094 4.169  S86 1.593, C122 1.449
52 C 0.022 -2.416 -5.257  S30 1.756, H43 1.087, H60 1.086, H85 1.088
53 H 3.389 -4.024 6.141  C122 1.088
54 H 5.034 -3.558 5.711  C122 1.090
55 C -3.620 -0.996 -5.167  C11 1.512, H72 1.092, O88 1.451, H96 1.088
56 H -0.899 -3.379 1.195  C82 1.085
57 S 0.654 2.937 -0.599  C33 1.754, O63 1.567, O102 1.444, O121 1.429
58 C -6.341 -2.851 -0.417  O6 1.208, C26 1.527, N84 1.380
59 C -0.093 6.060 5.576  H19 1.088, H39 1.086, H112 1.087, S115 1.756
60 H -0.155 -2.963 -4.335  C52 1.086
61 C -4.623 1.633 -0.235  C7 1.530, O12 1.390, Cl14 1.801, H42 1.088
62 F -1.193 -0.470 0.938  C107 1.312
63 O 1.662 1.955 -1.289  C20 1.462, S57 1.567
64 H 0.690 -2.941 0.485  C82 1.089
65 S 4.981 5.448 -3.642  C40 1.758, O66 1.586, O104 1.429, O111 1.435
66 O 5.952 5.318 -2.395  S65 1.586, C100 1.452
67 C 0.310 -8.383 0.907  C22 1.511, H25 1.090, H49 1.089, H75 1.090
68 H 2.765 6.096 -3.509  C40 1.088
69 H -3.236 0.630 -6.544  C11 1.088
70 H -3.183 1.991 1.348  C7 1.088
71 H -7.752 -5.105 -0.052  C73 1.088
72 H -3.508 -0.394 -4.263  C55 1.092
73 C -8.257 -4.268 -0.529  H71 1.088, N84 1.473, H97 1.090, H109 1.095
74 H 7.607 4.496 -1.610  C100 1.088
75 H 0.880 -8.378 1.836  C67 1.090
76 C 1.494 2.552 -3.686  H3 1.090, H9 1.091, C20 1.509, H46 1.090
77 H 3.765 4.156 6.722  C95 1.087
78 O 4.335 -2.479 2.394  S86 1.434
79 H -3.113 -0.969 -0.713  C89 1.092
80 H 0.622 -3.741 2.079  C82 1.088
81 S 0.251 -5.200 0.271  O1 1.431, O37 1.577, O45 1.432, C82 1.760
82 C 0.147 -3.653 1.104  H56 1.085, H64 1.089, H80 1.088, S81 1.760
83 H 7.883 5.796 -4.377  C16 1.088
84 N -7.671 -2.994 -0.078  C21 1.462, C58 1.380, C73 1.473
85 H 1.042 -2.039 -5.294  C52 1.088
86 S 4.743 -3.725 2.975  C8 1.752, O51 1.593, O78 1.434, O120 1.431
87 F -1.910 0.384 2.789  C107 1.314
88 O -2.411 -1.775 -5.352  S30 1.585, C55 1.451
89 C -3.856 -1.081 0.079  H36 1.091, H79 1.092, C93 1.518, N101 1.514
90 H 5.446 4.636 4.981  C18 1.090
91 H 4.733 6.156 5.550  C18 1.089
92 H -1.546 -7.724 1.790  C22 1.087
93 C -5.228 -0.621 -0.382  O12 1.421, C26 1.519, C89 1.518, H119 1.103
94 H -6.689 -1.217 -1.859  C26 1.089
95 C 3.457 4.430 5.716  C18 1.511, H47 1.091, H77 1.087, O103 1.455
96 H -4.382 -1.751 -4.983  C55 1.088
97 H -9.305 -4.292 -0.230  C73 1.090
98 H 2.089 0.684 -2.794  C20 1.088
99 O -0.815 -0.294 -6.526  S30 1.428
100 C 7.251 4.706 -2.616  C16 1.512, H44 1.091, O66 1.452, H74 1.088
101 N -3.446 -0.109 1.165  C7 1.509, H35 1.028, C89 1.514, C107 1.503
102 O -0.674 2.392 -0.748  S57 1.444
103 O 2.233 5.186 5.932  C95 1.455, S115 1.578
104 O 5.389 6.542 -4.467  S65 1.429
105 H -9.321 -1.858 0.495  C21 1.092
106 H -5.147 -2.059 -1.960  C26 1.094
107 C -2.153 -0.484 1.833  F5 1.319, F62 1.312, F87 1.314, N101 1.503
108 H 4.247 5.483 3.995  C18 1.088
109 H -8.206 -4.368 -1.619  C73 1.095
110 O 0.998 4.218 4.050  S115 1.439
111 O 4.818 4.149 -4.229  S65 1.435
112 H 0.218 6.908 6.180  C59 1.087
113 O -0.948 -0.283 -4.068  S30 1.438
114 H 2.274 3.007 1.085  C33 1.087
115 S 1.304 5.470 4.689  O48 1.428, C59 1.756, O103 1.578, O110 1.439
116 H 9.191 5.122 -3.396  C16 1.090
117 H 3.668 -1.593 6.461  C10 1.090
118 H 3.231 -4.975 1.710  C8 1.085
119 H -5.843 -0.439 0.516  C93 1.103
120 O 6.089 -3.868 3.438  S86 1.431
121 O 0.868 4.282 -1.030  S57 1.429
122 C 3.984 -3.439 5.442  C10 1.513, O51 1.449, H53 1.088, H54 1.090

Output
Net charge: +1

Mulliken atomic charge list, values in e, 4 entries: -0.58, 0.27, 0.42, 0.22


# 2
The following is a quantum chemistry calculation of a 10-piece molecular cluster, C27H63N10O12 overall, from the OMol25 dataset.

Bonds (Å) are listed after each position.
Element x y z (Å)
1 H -0.718 -1.542 3.763  C82 1.096
2 H 1.262 2.395 2.745  C58 1.087
3 H -0.138 0.798 -3.849  C55 1.088
4 H -0.109 -6.400 -0.963  C36 1.091
5 H 4.097 -0.913 4.152  C103 1.086
6 C 0.996 6.447 3.436  H62 1.086, H65 1.092, H73 1.094, C98 1.519
7 H -0.291 2.272 3.575  C58 1.090
8 H 1.913 2.424 -4.776  N57 1.000
9 H -2.434 -1.353 0.010  C71 1.091
10 C -0.312 -4.585 -1.866  O15 1.215, C36 1.502, N37 1.365
11 H -0.198 2.589 1.784  C58 1.088
12 O -0.739 0.705 0.123  N100 1.263
13 H -1.812 -6.185 -1.507  C36 1.088
14 H -3.177 2.380 -0.243  C104 1.086
15 O 0.862 -4.283 -1.799  C10 1.215
16 C -3.766 6.827 0.293  C81 1.535, H87 1.090, H99 1.091, H107 1.085
17 N 1.043 -0.467 3.621  H22 1.006, C34 1.354, C82 1.454
18 H 2.589 3.807 1.299  C24 1.093
19 N -0.361 -3.836 1.528  H46 1.015, C67 1.463, C95 1.366
20 H -7.180 -1.561 0.721  C70 1.089
21 H 3.959 0.687 3.319  C103 1.088
22 H 0.987 -0.205 4.590  N17 1.006
23 H 2.576 1.639 0.517  N60 1.015
24 C 3.486 3.228 1.534  H18 1.093, N60 1.446, H68 1.094, H91 1.092
25 O -0.041 -1.274 -0.540  N100 1.261
26 H 1.571 -2.886 -5.915  C75 1.090
27 H -1.110 -0.169 -2.726  C55 1.090
28 N -0.163 -2.034 -5.165  C75 1.455, H79 1.004, C90 1.356
29 H 3.379 2.501 -2.150  C85 1.087
30 H 2.593 -0.681 -5.667  C42 1.089
31 C -2.683 -3.792 -1.720  N37 1.458, H96 1.095, H102 1.087, H109 1.090
32 H -0.543 -6.590 -2.644  C36 1.092
33 N 0.210 4.221 2.956  C58 1.465, C98 1.338, H106 1.009
34 C 2.261 -0.481 3.029  N17 1.354, O63 1.213, C103 1.515
35 H -2.753 -2.020 1.572  C71 1.089
36 C -0.764 -6.012 -1.745  H4 1.091, C10 1.502, H13 1.088, H32 1.092
37 N -1.251 -3.594 -1.904  C10 1.365, C31 1.458, H38 1.011
38 H -0.896 -2.649 -1.962  N37 1.011
39 O 1.843 -3.639 1.255  C95 1.214
40 H -1.638 3.247 0.058  C104 1.088
41 O 2.213 4.457 3.985  C98 1.227
42 C 3.088 0.287 -5.604  H30 1.089, C50 1.512, H84 1.092, H110 1.095
43 H -4.968 -0.629 0.144  N97 1.004
44 H -2.359 -4.405 1.369  C67 1.088
45 O 3.599 0.188 -3.317  C50 1.206
46 H -0.457 -3.131 0.804  N19 1.015
47 H -0.067 -1.442 2.144  C82 1.084
48 H 0.042 -3.520 -6.573  C75 1.088
49 H 6.642 0.864 0.790  C51 1.086
50 C 3.099 0.842 -4.197  C42 1.512, O45 1.206, N57 1.363
51 C 5.907 1.655 0.902  H49 1.086, H64 1.093, H88 1.094, C105 1.515
52 H -1.606 -0.089 -4.404  C55 1.095
53 H -1.415 -5.467 2.431  C67 1.087
54 H -2.917 -0.309 1.323  C71 1.089
55 C -0.731 -0.108 -3.746  H3 1.088, H27 1.090, H52 1.095, C90 1.524
56 O 1.110 -1.590 -3.378  C90 1.211
57 N 2.455 2.032 -4.032  H8 1.000, C50 1.363, C85 1.467
58 C 0.241 2.769 2.763  H2 1.087, H7 1.090, H11 1.088, N33 1.465
59 H -1.829 -3.831 2.978  C67 1.095
60 N 3.486 1.973 0.816  H23 1.015, C24 1.446, C105 1.356
61 H 1.643 2.552 -2.156  C85 1.092
62 H 1.909 7.003 3.246  C6 1.086
63 O 2.415 -0.827 1.876  C34 1.213
64 H 6.296 2.569 0.445  C51 1.093
65 H 0.221 6.700 2.709  C6 1.092
66 O 4.389 0.369 -0.435  C105 1.212
67 C -1.562 -4.439 2.108  N19 1.463, H44 1.088, H53 1.087, H59 1.095
68 H 4.285 3.889 1.189  C24 1.094
69 H 0.591 -4.022 -4.962  C75 1.089
70 C -6.696 -2.459 0.341  H20 1.089, C74 1.523, H92 1.087, H112 1.093
71 C -3.111 -1.276 0.862  H9 1.091, H35 1.089, H54 1.089, N97 1.448
72 O -2.557 5.434 1.857  C81 1.225
73 H 0.603 6.813 4.389  C6 1.094
74 C -5.213 -2.564 0.677  C70 1.523, O83 1.227, N97 1.336
75 C 0.554 -3.195 -5.670  H26 1.090, N28 1.455, H48 1.088, H69 1.089
76 H 2.129 -5.120 3.349  C108 1.090
77 H 0.472 -5.210 3.690  C108 1.096
78 O 1.192 0.452 -0.871  N100 1.250
79 H -0.999 -1.817 -5.677  N28 1.004
80 H 3.064 0.344 4.819  C103 1.095
81 C -3.194 5.501 0.814  C16 1.535, O72 1.225, N86 1.334
82 C -0.233 -0.867 3.048  H1 1.096, N17 1.454, H47 1.084, H93 1.090
83 O -4.748 -3.581 1.180  C74 1.227
84 H 4.104 0.088 -5.949  C42 1.092
85 C 2.523 2.767 -2.765  H29 1.087, N57 1.467, H61 1.092, H94 1.092
86 N -3.330 4.450 0.004  C81 1.334, C104 1.473, H111 1.004
87 H -4.266 6.636 -0.657  C16 1.090
88 H 5.819 1.822 1.980  C51 1.094
89 H -2.819 2.984 1.391  C104 1.086
90 C 0.153 -1.308 -4.063  N28 1.356, C55 1.524, O56 1.211
91 H 3.524 3.156 2.624  C24 1.092
92 H -7.162 -3.351 0.753  C70 1.087
93 H -0.906 -0.018 2.927  C82 1.090
94 H 2.566 3.835 -2.988  C85 1.092
95 C 0.925 -4.154 1.860  N19 1.366, O39 1.214, C108 1.507
96 H -3.095 -4.397 -2.534  C31 1.095
97 N -4.511 -1.437 0.526  H43 1.004, C71 1.448, C74 1.336
98 C 1.195 4.943 3.504  C6 1.519, N33 1.338, O41 1.227
99 H -4.523 7.134 1.017  C16 1.091
100 N 0.141 -0.034 -0.400  O12 1.263, O25 1.261, O78 1.250
101 H 1.192 -6.249 2.382  C108 1.088
102 H -3.188 -2.831 -1.749  C31 1.087
103 C 3.445 -0.086 3.887  H5 1.086, H21 1.088, C34 1.515, H80 1.095
104 C -2.689 3.164 0.328  H14 1.086, H40 1.088, N86 1.473, H89 1.086
105 C 4.555 1.304 0.318  C51 1.515, N60 1.356, O66 1.212
106 H -0.616 4.694 2.620  N33 1.009
107 H -3.037 7.625 0.194  C16 1.085
108 C 1.172 -5.266 2.848  H76 1.090, H77 1.096, C95 1.507, H101 1.088
109 H -2.915 -4.314 -0.792  C31 1.090
110 H 2.643 0.971 -6.335  C42 1.095
111 H -3.611 4.535 -0.956  N86 1.004
112 H -6.824 -2.474 -0.744  C70 1.093

Output
Net charge: -1

Mulliken atomic charge list, values in e, 4 entries: 0.35, -0.22, 0.03, 0.32


no.,total energy (eV),strongest force on any atom (eV/Å)
1,-158629.1420,1.0
2,-68493.0775,1.9